Computed, not measured: C15H27CrN11O5 as an isolated structure at a distorted geometry, with the ωB97M-V functional and the def2-TZVPD basis.

```
59
Properties=species:S:1:pos:R:3:forces:R:3
H 10.1274 10.1255 7.1884 0.0 0.4 -0.1
N 10.4313 9.6482 8.0320 -0.3 -0.6 -0.1
C 9.1848 10.7555 11.8498 -0.3 0.9 0.3
H 14.6232 11.3859 7.8154 0.2 0.0 -0.1
C 6.1757 10.0501 10.3644 -0.6 1.0 0.7
C 6.7433 10.5346 7.2377 -0.2 0.7 -1.2
H 8.9554 6.4325 10.9063 -0.1 0.3 0.2
H 6.2103 9.6289 7.4868 -0.2 0.1 0.0
H 11.6524 10.4416 5.7241 0.2 0.1 0.2
N 7.4670 6.3645 9.6458 -0.7 0.0 0.8
O 4.9792 10.0801 10.5764 0.6 -0.3 -0.3
H 10.6364 9.6483 12.8573 0.1 -0.1 0.4
C 6.7236 13.4702 4.9154 -0.3 0.1 -0.3
N 8.4516 10.6517 10.7173 0.9 0.2 0.0
H 14.0797 10.6188 9.3205 -0.1 0.3 -0.1
N 6.4231 14.2245 4.0878 0.1 -0.1 0.1
C 12.7265 10.3667 7.6662 -0.2 0.2 -0.1
C 13.3323 9.0054 7.3426 -0.3 -0.3 -0.3
H 13.1356 11.3879 5.7979 -0.1 0.1 0.0
H 8.8389 13.7075 6.7036 -0.4 -0.2 -0.3
C 7.1152 11.1866 10.8009 -0.8 0.0 -0.4
O 7.6073 6.7802 5.6305 0.2 0.3 0.8
H 5.3693 11.1446 5.7899 0.0 0.2 -0.3
Cr 8.6467 9.3986 9.2137 -0.6 0.1 0.5
H 11.3671 9.0245 10.3000 0.5 0.0 -0.4
C 8.2229 12.8074 6.7661 0.3 -0.2 0.1
H 10.5013 8.0698 11.2972 0.0 -0.3 0.1
H 6.9363 12.0682 10.1525 0.2 -0.4 0.2
C 7.0768 12.5507 5.9126 0.7 0.1 0.9
N 10.5347 8.9678 10.8522 -0.7 -0.2 0.0
N 8.1422 7.4869 7.7687 0.4 0.1 -0.8
O 9.1983 8.1857 5.9279 -0.7 -0.6 1.0
N 8.3858 7.1113 10.4126 0.1 -0.3 -0.7
C 8.5959 11.8983 7.7117 0.2 1.0 -0.4
C 7.3836 6.5340 8.2930 -0.2 0.0 -0.1
H 6.5521 6.3265 10.0934 0.2 -0.2 -0.3
H 11.3381 10.7250 11.6548 -0.5 -0.1 0.2
H 11.6482 11.9534 6.6337 0.3 0.0 -0.1
H 6.8719 11.4922 11.8189 0.0 -0.1 0.0
H 14.1565 9.1588 6.6506 0.2 0.0 -0.1
H 6.4868 5.7497 6.6763 -0.2 -0.4 0.4
H 9.4646 12.0956 8.3700 -0.7 -0.1 -0.4
H 7.8719 7.7380 11.0268 0.0 -0.1 0.1
N 11.5951 10.2062 8.6134 0.4 0.0 -0.2
N 7.9149 10.7350 7.9030 0.5 -1.2 1.0
H 11.2983 11.1152 8.9514 0.2 0.1 0.1
C 13.7601 11.1870 8.4359 -0.4 -0.2 0.1
H 13.7262 8.5007 8.2304 -0.2 0.1 -0.1
O 8.8614 11.4050 12.8474 0.2 -0.3 -0.4
H 13.3281 12.1430 8.7368 0.1 0.0 0.1
H 10.6398 8.7235 7.6753 0.2 -0.3 0.2
N 8.3093 7.4632 6.3783 0.5 0.6 -1.1
C 12.2650 11.0813 6.3780 0.0 -0.2 0.2
N 6.5395 5.6800 7.6923 1.0 1.2 0.3
H 6.3055 4.9060 8.2812 -0.4 -0.5 -0.4
C 10.5008 10.0280 11.8584 0.6 0.2 -0.6
H 12.6286 8.3370 6.8130 0.2 0.2 0.3
C 6.3159 11.3894 6.2489 0.0 -0.7 0.7
O 6.8195 9.0559 9.7982 -0.1 -0.6 -0.4
```
Forces are in eV/Å.

Calculated values
Expectation value of S²: 6.05
LUMO (spin up / spin down) (eV): -0.956 / -0.948
Total energy (Eh): -2610.67670
Relative energy (zero: lowest compared OMol25 entry of this formula, charge and spin) (eV): 0.2513
Molar mass (g/mol): 493.449
Highest occupied orbital energy (spin up / spin down) (hartree): -0.195 / -0.323
Gap between HOMO and LUMO (spin up / spin down) (eV): 4.34 / 7.84
Spin multiplicity: 5

Computed, not measured: a 3-piece molecular cluster, C15H27FIN2O5 overall at a distorted geometry, with the ωB97M-V functional and the def2-TZVPD basis.

```
51
Properties=species:S:1:pos:R:3:forces:R:3
H 2.3523 4.6210 -2.4018 -0.1 0.0 0.0
O 0.8719 0.5779 -0.5571 0.4 0.5 -1.0
C -1.0097 -2.2903 4.0319 -0.1 -0.2 0.1
H 3.2634 5.1447 -3.8371 0.0 0.0 0.0
H 3.2090 0.7363 -5.9776 0.1 0.0 -0.1
N -1.2947 0.0023 2.0025 0.2 -0.3 0.3
C 0.0244 0.5155 1.6778 0.1 0.3 -0.2
H -1.7048 -1.2106 5.7941 -0.2 -0.2 0.0
F 0.7671 -1.3578 0.4177 0.0 -0.8 0.1
H 0.0771 1.6006 1.5961 -0.2 0.1 0.1
H -1.3422 0.9588 5.2346 0.0 0.1 0.1
H 2.7474 1.1028 -7.6529 0.1 0.0 0.0
H 3.3177 -1.4065 -8.3463 0.1 0.0 0.0
H 1.5735 1.3246 -6.3413 0.0 0.0 0.0
C 0.5649 -0.0356 0.3951 -0.3 0.1 0.7
C -1.8428 0.5502 3.2620 -0.2 0.2 -0.1
H -0.4006 -2.0788 3.1564 0.1 0.1 -0.1
H -2.3219 -3.6889 3.1023 0.0 -0.1 -0.1
H -2.7460 -2.0455 2.7292 0.1 0.2 0.0
O 0.7693 -1.0357 -6.6509 0.0 0.0 0.0
C 2.5925 4.3863 -3.4395 0.2 0.1 -0.1
N -4.7059 -3.3851 4.1273 0.0 0.1 0.0
C 1.9091 -0.7132 -6.8824 0.0 0.0 0.0
H 2.4642 -2.6930 -7.4646 0.0 0.0 0.0
C 3.2519 3.0297 -3.5226 0.0 0.0 0.0
H -4.6385 -3.5722 3.1351 0.1 0.0 0.0
H 0.0162 -1.2664 5.5711 0.0 0.0 0.2
H -5.4795 -2.7438 4.2317 -0.1 0.0 0.0
C 2.3919 0.7053 -6.7008 -0.2 0.0 0.1
C -2.2210 2.0620 3.2347 -0.4 0.6 0.8
H -2.7696 0.0119 3.4508 -0.2 0.0 -0.1
H 2.2053 1.9982 -1.9603 -0.2 0.0 0.0
C 2.4515 1.8635 -3.0108 0.3 -0.1 -0.2
O -3.0608 2.3874 4.1251 0.8 -0.3 -1.0
H 0.0853 0.6246 4.3064 0.1 0.1 -0.2
C -2.4007 -2.6874 3.5385 0.0 -0.3 -0.1
H 1.5226 1.7716 -3.5759 -0.1 0.0 0.1
C 2.9296 -1.7146 -7.3739 -0.1 -0.1 0.0
H 0.7163 0.1887 2.4557 0.0 -0.1 0.1
H -3.6971 -1.7198 4.9243 0.0 0.1 0.1
H -0.5665 -3.1706 4.5040 0.0 -0.1 0.1
C -0.9400 0.3000 4.4688 -0.1 -0.5 0.3
H -3.1152 -3.2589 5.5011 0.1 -0.2 0.0
H 1.6648 4.3850 -4.0136 -0.1 0.0 0.1
C -0.9273 -1.1399 5.0372 0.3 0.4 -0.3
C -3.4704 -2.7400 4.6090 -0.3 0.2 0.0
O -1.6130 2.7727 2.4008 -0.3 -0.2 0.2
H 3.7622 -1.7739 -6.6715 0.1 0.1 -0.1
O 4.3663 2.8982 -3.9810 0.0 0.0 0.0
I -2.6301 0.2595 0.4630 0.0 0.0 0.0
H 3.0306 0.9494 -3.1223 0.0 0.0 0.0
```
Forces are in eV/Å.

Calculated values
LUMO (eV): 2.282
Total energy (Eh): -1471.08457
Molar mass (g/mol): 461.292
Highest occupied orbital energy (hartree): -0.172
Total charge: -1
Gap between HOMO and LUMO (eV): 6.97

Computed, not measured: a 3-piece molecular cluster, C15H27FO6 overall at a distorted geometry, with the ωB97M-V functional and the def2-TZVPD basis.

```
49
Properties=species:S:1:pos:R:3:forces:R:3
C -3.9712 0.0849 -4.4345 0.7 1.3 -0.5
O -3.4145 1.1156 -4.8092 -0.7 -1.3 0.5
C 2.0506 -2.1433 4.5318 2.6 -0.9 4.7
F -1.5648 -1.0128 3.5777 0.9 0.9 -2.6
C 1.3341 2.8856 -1.7608 0.0 -0.2 0.5
H 2.5331 -1.9280 0.5667 0.4 1.1 2.2
C -4.3823 -0.1037 -2.9988 0.2 0.5 0.2
H -0.0481 1.9900 -4.0840 0.0 0.2 0.0
C -1.2783 -0.5293 2.2078 -0.6 0.9 -1.5
H -3.9156 -0.7610 -6.3939 -0.1 0.0 0.2
C -1.0484 1.0883 2.0727 -0.5 0.2 -0.6
H 0.0905 1.3869 2.1745 -2.4 -0.6 0.2
H -4.1054 0.7854 -2.4223 0.0 -0.2 -0.1
C -0.6612 2.5053 -3.3403 -0.5 -0.3 0.3
C 3.8054 0.8527 2.6861 -2.0 -0.7 0.4
H 4.8841 0.1451 0.6180 -1.8 0.1 -0.4
H 1.3403 3.9645 -1.9349 0.1 -0.1 -0.2
C -4.2678 -1.0363 -5.3941 0.2 0.2 -0.4
H 2.9802 1.5239 3.2285 2.1 -1.4 -0.9
H -5.3456 -1.2117 -5.4389 0.1 -0.2 0.1
O -0.6660 1.7828 -1.0644 0.7 0.6 -1.1
C 2.9954 0.1429 1.4158 1.8 0.4 0.1
O 2.5803 -2.1031 5.7621 -3.8 0.4 -8.7
O 2.0728 -3.4433 3.7847 -1.5 3.4 1.1
H 2.0360 2.3873 -2.4342 0.0 0.2 -0.1
H 4.0920 -0.0405 3.4058 -0.3 2.2 -1.3
H 3.5648 -1.9763 2.1746 -1.8 1.0 -0.9
H -5.4652 -0.2375 -2.9369 0.1 -0.2 0.0
H 1.6443 2.6954 -0.7278 0.0 0.0 -0.2
H 0.4020 -0.5355 0.6408 -1.2 -1.5 1.5
C -0.0226 -1.2663 1.4554 -0.3 0.1 1.0
H -1.3484 1.3727 0.9529 0.8 -0.8 2.5
H 0.0209 -3.1490 3.7193 1.1 -0.5 -2.4
H -0.7440 3.5673 -3.5848 0.2 -0.1 -0.1
O 1.4210 -1.0437 3.7278 1.2 -4.1 1.7
C -0.0531 2.3408 -1.9731 -0.7 -0.5 0.8
C 1.2132 -1.7135 2.4347 0.1 -0.9 -1.9
H 2.0699 0.7932 1.1042 1.7 -1.5 0.6
H -1.7593 1.7436 2.7546 1.7 -1.6 -1.1
C 0.8738 -3.2607 2.9008 0.6 2.2 1.0
O 3.9505 0.2247 0.2631 0.0 -0.3 1.4
H -3.7473 -1.9437 -5.0775 -0.2 0.0 0.0
H -3.8669 -0.9695 -2.5754 -0.2 -0.1 0.0
H 4.7200 1.5034 2.3493 -1.9 -1.4 0.6
H -1.6639 2.0650 -3.3467 0.2 0.1 -0.1
H -2.2482 -0.7817 1.5593 2.0 0.4 1.7
C 2.6637 -1.4454 1.6491 -1.1 -0.6 -1.1
H -0.4491 -2.2587 0.9642 1.2 2.1 0.9
H 0.6980 -4.0528 2.0503 0.8 1.6 2.0
```
Forces are in eV/Å.

Calculated values
LUMO (eV): 0.446
Total energy (Eh): -1138.84492
Molar mass (g/mol): 322.373
Highest occupied orbital energy (hartree): -0.364
Gap between HOMO and LUMO (eV): 10.35